# 1
C19H19BrN5PtS2 as an isolated structure at a distorted geometry. Source: the Open Molecules 2025 dataset; level of theory: ωB97M-V/def2-TZVPD.

Results
Spin multiplicity: 1
Charge: +1
DFT total energy: -4498.7625 hartree
Strongest force on any atom: 1.35 eV Å⁻¹

Positions of all 47 atoms, in Å:
Pt 0.169 0.345 0.270
C -1.033 -0.327 -2.767
C -0.300 0.979 -2.737
C -0.247 1.766 -3.908
C 0.374 2.977 -3.895
C 1.024 3.417 -2.722
C 1.747 4.628 -2.652
C 2.423 4.949 -1.509
C 2.428 4.073 -0.409
C 1.721 2.896 -0.441
S 1.726 1.791 0.935
C 0.968 2.573 -1.596
N 0.267 1.387 -1.615
H -1.359 -0.557 -3.779
H -1.912 -0.287 -2.127
H -0.393 -1.133 -2.408
H -0.724 1.393 -4.803
H 0.405 3.596 -4.784
H 1.772 5.276 -3.518
H 2.984 5.872 -1.449
H 3.001 4.328 0.473
Br -2.413 2.249 0.218
C -2.828 0.414 0.291
C -4.159 0.037 0.354
C -4.461 -1.311 0.373
C -3.424 -2.232 0.331
C -2.127 -1.771 0.275
N -1.820 -0.462 0.259
H -4.928 0.794 0.382
H -5.491 -1.637 0.416
H -3.612 -3.296 0.340
H -1.291 -2.448 0.264
C 0.733 -3.440 5.084
C 0.504 -3.990 3.675
C 1.010 -3.055 2.626
N 0.282 -2.192 2.020
N 0.983 -1.417 1.124
C 2.273 -1.691 1.105
N 3.172 -1.085 0.315
S 2.690 -2.991 2.159
H 0.334 -4.129 5.826
H 0.238 -2.477 5.206
H 1.796 -3.305 5.289
H -0.560 -4.137 3.487
H 0.991 -4.960 3.562
H 2.916 -0.164 -0.024
H 4.150 -1.245 0.484


# 2
C19H19CeN5O7 as an isolated structure at a distorted geometry. Source: the Open Molecules 2025 dataset; level of theory: ωB97M-V/def2-TZVPD.

Results
Spin multiplicity: 1
Charge: +2
DFT total energy: -2010.1194 hartree
Strongest force on any atom: 3.63 eV Å⁻¹

Positions of all 51 atoms, in Å:
C -3.924 -0.041 -0.620
C -4.238 1.168 -1.504
H -3.861 -0.968 -1.214
H -4.783 -0.161 0.049
H -3.054 0.091 0.051
H -3.529 1.331 -2.320
H -5.233 1.054 -1.952
H -4.280 2.088 -0.909
C 0.695 -3.224 -1.251
C 1.658 -4.214 -1.462
C 2.797 -3.882 -2.194
C 2.965 -2.572 -2.637
H -0.211 -3.408 -0.662
H 1.490 -5.221 -1.084
H 3.538 -4.640 -2.439
H 3.835 -2.253 -3.207
N 0.811 -1.970 -1.749
C 1.964 -1.610 -2.388
C 2.113 -0.181 -2.767
N 1.243 0.711 -2.195
C 1.469 2.029 -2.382
C 3.221 1.626 -3.960
C 2.397 2.532 -3.293
H 0.861 2.711 -1.793
H 2.438 3.608 -3.450
C 3.090 0.262 -3.682
H 3.691 -0.490 -4.195
H 3.951 1.970 -4.689
Ce -0.706 -0.106 -0.873
C -1.387 2.063 -1.250
H -1.685 2.035 -2.310
H -0.724 2.907 -1.062
H -2.276 2.143 -0.614
O -0.418 0.340 7.268
N 0.203 -0.355 6.434
O 0.983 -1.269 6.765
C -0.032 -0.088 5.027
C -0.952 0.907 4.668
C -1.271 1.120 3.332
C -0.785 0.209 2.368
O -1.296 0.134 1.168
C 0.354 -0.580 2.714
C 0.673 -0.806 4.050
N 1.253 -0.956 1.660
O 2.167 -1.762 1.864
O 1.192 -0.279 0.548
N -1.980 2.316 2.898
O -2.574 2.964 3.793
O -1.936 2.691 1.711
H -1.392 1.523 5.446
H 1.477 -1.497 4.290


# 3
C19H19ClN3O3PtS as an isolated structure. Source: the Open Molecules 2025 dataset; level of theory: ωB97M-V/def2-TZVPD.

Results
Spin multiplicity: 1
Charge: +1
DFT total energy: -2102.7139 hartree
Strongest force on any atom: 0.44 eV Å⁻¹

Positions of all 47 atoms, in Å:
Pt -0.271 -0.339 -0.035
O -0.136 -0.030 2.356
N -0.087 1.190 2.636
N -0.086 2.017 1.657
O -0.143 1.687 0.355
C -0.014 3.424 1.932
C 0.274 3.862 3.219
C 0.335 5.224 3.456
C 0.118 6.132 2.428
C -0.164 5.675 1.152
C -0.233 4.314 0.891
H 0.448 3.154 4.014
H 0.559 5.576 4.454
H 0.170 7.194 2.625
H -0.335 6.377 0.348
H -0.460 3.948 -0.098
Cl 4.843 2.137 -0.269
C 3.954 0.668 -0.338
C 4.591 -0.545 -0.539
C 3.815 -1.692 -0.586
C 2.449 -1.587 -0.432
N 1.843 -0.406 -0.237
C 2.578 0.705 -0.191
H 5.665 -0.583 -0.656
H 4.265 -2.662 -0.739
H 1.806 -2.456 -0.459
H 2.044 1.634 -0.044
C -0.713 -5.113 -3.480
C -1.186 -3.980 -2.619
C -2.133 -3.066 -3.097
C -2.584 -2.022 -2.321
C -2.112 -1.911 -1.016
C -1.157 -2.804 -0.499
C -0.705 -3.833 -1.326
S -2.416 -0.449 -0.095
C -3.180 -0.929 1.438
O -3.250 0.496 -0.799
H -1.110 -5.038 -4.490
H -1.028 -6.069 -3.061
H 0.375 -5.125 -3.540
H -2.513 -3.181 -4.104
H -3.286 -1.292 -2.701
H -0.868 -2.767 0.549
H 0.007 -4.550 -0.936
H -4.126 -1.417 1.217
H -3.345 -0.002 1.984
H -2.498 -1.566 1.997


Question: Which formula does entry 3 have?
Answer: C19H19ClN3O3PtS


Repeat the first record exactly.
C19H19BrN5PtS2 as an isolated structure at a distorted geometry. Source: the Open Molecules 2025 dataset; level of theory: ωB97M-V/def2-TZVPD.

Results
Spin multiplicity: 1
Charge: +1
DFT total energy: -4498.7625 hartree
Strongest force on any atom: 1.35 eV Å⁻¹

Positions of all 47 atoms, in Å:
Pt 0.169 0.345 0.270
C -1.033 -0.327 -2.767
C -0.300 0.979 -2.737
C -0.247 1.766 -3.908
C 0.374 2.977 -3.895
C 1.024 3.417 -2.722
C 1.747 4.628 -2.652
C 2.423 4.949 -1.509
C 2.428 4.073 -0.409
C 1.721 2.896 -0.441
S 1.726 1.791 0.935
C 0.968 2.573 -1.596
N 0.267 1.387 -1.615
H -1.359 -0.557 -3.779
H -1.912 -0.287 -2.127
H -0.393 -1.133 -2.408
H -0.724 1.393 -4.803
H 0.405 3.596 -4.784
H 1.772 5.276 -3.518
H 2.984 5.872 -1.449
H 3.001 4.328 0.473
Br -2.413 2.249 0.218
C -2.828 0.414 0.291
C -4.159 0.037 0.354
C -4.461 -1.311 0.373
C -3.424 -2.232 0.331
C -2.127 -1.771 0.275
N -1.820 -0.462 0.259
H -4.928 0.794 0.382
H -5.491 -1.637 0.416
H -3.612 -3.296 0.340
H -1.291 -2.448 0.264
C 0.733 -3.440 5.084
C 0.504 -3.990 3.675
C 1.010 -3.055 2.626
N 0.282 -2.192 2.020
N 0.983 -1.417 1.124
C 2.273 -1.691 1.105
N 3.172 -1.085 0.315
S 2.690 -2.991 2.159
H 0.334 -4.129 5.826
H 0.238 -2.477 5.206
H 1.796 -3.305 5.289
H -0.560 -4.137 3.487
H 0.991 -4.960 3.562
H 2.916 -0.164 -0.024
H 4.150 -1.245 0.484